[1]
Here is a cluster of 15 separate species, C60H90O45 in total at a distorted geometry from the OMol25 dataset. Energies are from ωB97M-V/def2-TZVPD.

Last column: Mulliken charge in e.
Geometry (Å):
C  4.601  -4.343  4.156  -1.499
C  4.928  -3.330  3.036  2.088
C  6.313  -2.790  3.072  -0.326
O  6.868  -2.889  1.773  -0.359
C  6.019  -3.663  1.058  0.609
O  6.129  -3.954  -0.112  -0.633
O  5.009  -4.060  1.778  -0.274
H  4.921  -3.855  5.064  0.445
H  5.319  -5.154  4.038  0.435
H  3.604  -4.775  4.308  0.104
H  4.153  -2.619  2.839  -1.106
H  6.946  -3.303  3.755  0.355
H  6.272  -1.779  3.421  0.224
C  -1.323  -2.606  -4.266  -1.061
C  -1.699  -1.122  -4.084  2.912
C  -1.653  -0.250  -5.281  0.143
O  -2.997  -0.278  -5.834  -0.433
C  -3.833  -0.602  -4.842  0.522
O  -5.049  -0.701  -4.922  -0.628
O  -3.079  -0.928  -3.768  -0.221
H  -0.321  -2.617  -4.594  0.049
H  -1.932  -3.072  -5.048  0.436
H  -1.421  -3.231  -3.377  -0.129
H  -1.111  -0.593  -3.315  -1.633
H  -0.976  -0.604  -6.069  0.198
H  -1.483  0.821  -5.021  -0.183
C  1.272  -6.025  -0.197  -1.813
C  1.938  -4.790  -0.683  1.710
C  3.297  -5.086  -1.393  -0.470
O  2.909  -5.113  -2.798  -0.480
C  1.800  -4.364  -2.946  0.120
O  1.388  -3.898  -3.967  -0.466
O  1.188  -4.101  -1.759  0.246
H  1.617  -6.520  0.707  0.324
H  1.258  -6.682  -1.032  0.548
H  0.184  -5.864  -0.028  0.241
H  2.059  -4.070  0.117  -0.427
H  3.614  -6.094  -1.245  0.515
H  4.120  -4.347  -1.218  0.025
C  -3.429  -3.927  -0.824  -0.757
C  -4.783  -3.355  -0.657  0.459
C  -5.572  -3.633  0.623  -0.573
O  -6.343  -2.472  0.819  -0.359
C  -5.687  -1.378  0.231  0.138
O  -6.031  -0.246  0.368  -0.542
O  -4.647  -1.807  -0.527  0.221
H  -3.003  -3.603  -1.770  -0.148
H  -3.492  -5.027  -0.901  0.465
H  -2.774  -3.642  0.007  0.103
H  -5.503  -3.440  -1.528  0.252
H  -4.886  -3.678  1.458  0.272
H  -6.198  -4.487  0.445  0.377
C  2.406  3.367  1.225  -0.382
C  1.738  3.577  -0.119  1.487
C  1.209  5.004  -0.473  -0.154
O  1.945  5.405  -1.696  -0.417
C  2.769  4.429  -2.053  0.254
O  3.374  4.446  -3.127  -0.643
O  2.785  3.346  -1.233  0.445
H  1.654  3.423  1.999  -0.076
H  3.144  4.193  1.394  0.603
H  2.820  2.379  1.164  -0.325
H  0.972  2.786  -0.287  -1.069
H  1.304  5.758  0.295  0.394
H  0.177  4.958  -0.812  0.143
C  -7.171  1.326  3.898  -1.170
C  -6.249  0.352  4.588  0.294
C  -6.233  -1.122  4.038  -0.472
O  -4.921  -1.442  3.676  -0.310
C  -4.082  -0.299  3.868  0.456
O  -2.977  -0.351  3.660  -0.205
O  -4.850  0.696  4.368  -0.450
H  -7.257  2.296  4.385  0.348
H  -8.134  0.826  3.832  0.416
H  -6.756  1.398  2.900  0.161
H  -6.374  0.295  5.678  0.280
H  -6.907  -1.209  3.164  0.241
H  -6.523  -1.765  4.888  0.265
C  -4.749  3.554  -0.569  -1.721
C  -4.578  2.825  0.681  1.616
C  -3.131  2.485  1.121  0.680
O  -3.064  3.017  2.512  0.042
C  -4.287  3.458  2.838  0.384
O  -4.412  3.883  3.979  -0.689
O  -5.177  3.582  1.832  -0.459
H  -5.801  3.692  -0.745  0.411
H  -4.263  2.889  -1.308  0.233
H  -4.228  4.526  -0.678  0.374
H  -5.184  1.910  0.624  -0.287
H  -2.378  2.853  0.410  -0.409
H  -2.929  1.436  1.305  -0.255
C  -0.088  -1.850  5.309  -0.483
C  0.007  -3.323  5.074  0.351
C  -1.097  -3.986  4.298  -0.407
O  -0.368  -5.131  3.768  -0.390
C  0.904  -4.753  3.585  0.505
O  1.757  -5.355  2.935  -0.590
O  1.131  -3.570  4.169  0.027
H  0.284  -1.518  6.284  0.514
H  -1.139  -1.579  5.158  -0.043
H  0.485  -1.393  4.458  -0.206
H  0.137  -3.807  6.030  0.229
H  -1.535  -3.380  3.517  0.271
H  -1.880  -4.382  4.983  0.335
C  4.421  -3.280  -7.388  -1.549
C  3.441  -3.361  -6.196  0.257
C  4.274  -3.248  -4.895  -0.329
O  3.774  -1.986  -4.338  -0.169
C  2.677  -1.568  -5.020  0.178
O  1.896  -0.735  -4.640  -0.027
O  2.540  -2.308  -6.148  -0.401
H  5.005  -4.198  -7.358  0.385
H  5.060  -2.437  -7.224  0.406
H  3.947  -3.169  -8.363  0.357
H  2.817  -4.184  -6.209  0.458
H  5.311  -3.065  -5.220  0.428
H  4.192  -4.078  -4.122  0.050
C  -1.484  2.513  6.612  -1.984
C  -1.625  2.700  5.172  1.316
C  -0.798  3.861  4.466  -0.647
O  -0.374  3.300  3.239  -0.215
C  -0.478  1.923  3.266  -0.009
O  -0.073  1.207  2.453  0.201
O  -1.094  1.528  4.421  0.077
H  -0.496  2.323  6.928  0.396
H  -2.027  1.722  7.104  0.385
H  -1.755  3.472  7.104  0.370
H  -2.669  2.748  4.806  -0.409
H  0.051  4.170  5.080  0.360
H  -1.420  4.758  4.373  0.366
C  3.369  3.044  4.834  -1.748
C  3.043  1.575  4.504  2.299
C  4.305  0.752  4.267  0.603
O  4.121  -0.338  5.194  -0.375
C  3.088  -0.107  5.984  0.394
O  2.742  -0.784  6.920  -0.635
O  2.391  0.955  5.528  -0.284
H  2.594  3.622  5.345  0.263
H  3.744  3.493  3.917  0.309
H  4.216  3.044  5.506  0.562
H  2.437  1.629  3.607  -1.233
H  5.169  1.265  4.589  0.636
H  4.311  0.317  3.270  -0.894
C  0.449  4.726  -5.216  -1.238
C  -0.256  3.452  -4.826  0.621
C  0.674  2.333  -4.433  -0.786
O  -0.076  1.793  -3.222  0.959
C  -0.973  2.694  -2.791  -0.360
O  -1.628  2.556  -1.806  -0.507
O  -1.048  3.738  -3.614  -0.479
H  -0.235  5.543  -5.522  0.330
H  1.268  4.639  -5.937  0.334
H  0.914  5.033  -4.254  0.220
H  -0.849  3.016  -5.640  0.267
H  1.723  2.652  -4.251  0.246
H  0.692  1.504  -5.136  0.409
C  5.572  1.764  -2.355  -1.326
C  5.156  1.096  -1.004  2.471
C  5.920  -0.147  -0.581  -0.444
O  5.868  -0.091  0.818  -0.072
C  5.863  1.248  1.147  0.376
O  6.164  1.696  2.238  -0.633
O  5.397  2.001  0.115  -0.419
H  5.065  2.752  -2.532  0.193
H  5.185  1.089  -3.158  0.104
H  6.639  1.878  -2.491  0.477
H  4.040  0.951  -0.978  -1.129
H  7.002  -0.178  -0.946  0.272
H  5.530  -1.120  -0.931  0.186
C  -6.202  4.813  -3.823  -1.333
C  -4.832  4.296  -4.275  1.127
C  -4.941  3.161  -5.282  -0.158
O  -3.871  3.489  -6.223  -0.362
C  -3.745  4.847  -6.125  0.554
O  -3.188  5.416  -6.969  -0.544
O  -4.243  5.351  -5.002  -0.391
H  -6.540  4.177  -2.997  0.326
H  -6.874  4.627  -4.666  0.390
H  -6.120  5.830  -3.400  0.321
H  -4.146  4.014  -3.483  -0.181
H  -5.880  3.100  -5.796  0.446
H  -4.586  2.183  -4.886  -0.190
C  -0.803  -0.537  -0.012  0.505
C  0.451  -1.338  -0.258  -0.016
C  1.505  -0.519  -1.048  0.283
O  2.291  0.085  -0.025  0.084
C  2.127  -0.702  1.143  -0.727
O  2.820  -0.551  2.107  0.689
O  1.156  -1.544  0.966  -0.087
H  -1.440  -0.414  -0.910  0.074
H  -0.479  0.440  0.285  -0.891
H  -1.457  -1.017  0.765  0.085
H  0.333  -2.316  -0.697  0.298
H  1.063  0.317  -1.610  -0.443
H  2.122  -1.106  -1.703  -0.240

The calculation puts the max |F| at 8.0 eV/Å. The calculation puts the orbital gap at 10.67 eV. As for the LUMO energy: 0.28 eV. For the HOMO energy, the calculation gives -0.3815 Ha. For the relative energy (zero: lowest compared OMol25 entry of this formula, charge and spin), the calculation gives 81.5 kcal per mole.



[2]
Here is a cluster of 11 separate species, C61H154N10O20 in total at a distorted geometry from the OMol25 dataset. Energies are from ωB97M-V/def2-TZVPD.

Last column: Mulliken charge in e.
Geometry (Å):
C  4.048  -2.577  -0.248  -0.899
O  2.792  -2.200  -0.748  -0.261
C  1.953  -1.578  0.185  -0.715
C  0.789  -0.917  -0.561  1.946
C  -0.001  0.203  0.204  -1.377
N  -0.150  -1.958  -1.125  -0.246
H  4.002  -3.181  0.658  0.334
H  4.581  -1.737  0.199  0.236
H  4.749  -3.001  -0.967  0.271
H  1.514  -2.231  0.939  -0.035
H  2.331  -0.773  0.815  0.497
H  1.190  -0.431  -1.450  -0.711
H  0.599  0.928  0.754  0.257
H  -0.635  -0.254  0.963  -0.085
H  -0.706  0.781  -0.394  0.467
H  -0.750  -2.345  -0.411  -0.073
H  0.636  -2.526  -1.409  0.310
C  1.617  12.538  1.586  -0.705
O  1.524  11.220  1.174  -0.334
C  0.200  10.678  1.327  -0.771
C  0.240  9.113  1.624  -0.286
N  -0.895  8.576  2.306  -0.319
C  -2.121  8.622  1.508  -0.830
C  -2.297  7.328  0.592  -0.659
O  -2.056  6.147  1.287  0.263
C  -2.332  5.011  0.452  -1.123
H  2.578  13.041  1.484  0.263
H  1.309  12.537  2.631  0.308
H  0.920  13.192  1.063  0.290
H  -0.279  10.740  0.350  0.260
H  -0.424  11.071  2.129  0.424
H  1.203  9.077  2.134  0.450
H  0.307  8.601  0.664  0.171
H  -0.774  7.573  2.296  0.122
H  -2.230  9.540  0.929  0.410
H  -2.930  8.555  2.236  0.342
H  -1.419  7.373  -0.053  0.401
H  -3.288  7.315  0.139  0.382
H  -2.145  4.109  1.034  0.169
H  -1.758  5.181  -0.460  0.496
H  -3.395  4.975  0.216  0.309
C  -4.320  1.761  1.602  -0.860
O  -4.626  2.990  1.095  -0.259
C  -5.382  3.796  1.974  -1.051
C  -4.800  4.061  3.400  -0.375
N  -3.984  5.216  3.541  -0.057
C  -3.514  5.413  4.894  -0.780
C  -2.491  4.504  5.497  -0.627
O  -1.444  4.151  4.629  -0.302
C  -0.499  5.185  4.274  -0.009
H  -3.469  1.630  2.271  0.238
H  -4.005  1.051  0.837  0.235
H  -5.230  1.494  2.139  0.490
H  -6.388  3.389  1.871  0.441
H  -5.508  4.711  1.396  0.419
H  -4.179  3.208  3.675  0.341
H  -5.670  3.917  4.042  0.528
H  -3.128  4.911  3.101  -0.179
H  -4.337  5.441  5.609  0.519
H  -3.036  6.391  4.853  0.281
H  -2.931  3.564  5.830  0.260
H  -2.039  4.691  6.471  0.463
H  0.209  4.738  3.576  0.026
H  -0.128  5.629  5.197  0.388
H  -1.079  5.854  3.638  -0.150
C  1.624  3.483  -0.313  -0.941
O  2.593  2.509  0.175  -0.239
C  3.437  1.949  -0.818  0.287
C  4.806  1.626  -0.200  -1.184
N  5.666  0.873  -1.178  0.097
C  6.247  1.788  -2.125  -0.624
C  6.693  1.095  -3.427  -0.550
O  5.484  0.823  -4.049  -0.228
C  5.518  -0.013  -5.224  -0.940
H  0.908  3.581  0.503  0.250
H  1.130  3.105  -1.208  0.366
H  2.119  4.429  -0.531  0.455
H  3.479  2.731  -1.577  0.603
H  2.967  1.029  -1.164  -0.396
H  4.552  0.950  0.617  0.223
H  5.331  2.476  0.236  0.401
H  5.097  0.116  -1.529  0.176
H  7.151  2.208  -1.684  0.445
H  5.534  2.554  -2.431  0.260
H  7.051  0.122  -3.092  0.080
H  7.431  1.644  -4.012  0.512
H  4.667  0.241  -5.856  0.267
H  5.439  -1.099  -5.163  0.339
H  6.336  0.310  -5.867  0.392
C  -5.593  0.687  -2.863  -0.685
O  -6.184  0.646  -4.221  -0.341
C  -6.424  -0.687  -4.575  -0.503
C  -7.904  -1.113  -4.301  -0.727
N  -8.955  -0.345  -4.916  -0.227
C  -10.206  -0.854  -4.656  -0.485
C  -10.404  -2.139  -5.559  -0.493
O  -11.766  -2.715  -5.525  -0.387
C  -12.050  -3.635  -6.686  -0.654
H  -6.191  0.119  -2.150  0.292
H  -5.611  1.688  -2.432  0.332
H  -4.595  0.253  -2.913  0.143
H  -5.719  -1.385  -4.123  0.294
H  -6.377  -0.728  -5.663  0.316
H  -8.135  -1.009  -3.241  0.392
H  -7.839  -2.120  -4.715  0.252
H  -8.871  0.587  -4.535  0.246
H  -11.061  -0.190  -4.788  0.396
H  -10.179  -1.085  -3.591  0.317
H  -9.703  -2.932  -5.298  0.275
H  -10.055  -1.953  -6.575  0.330
H  -11.729  -4.597  -6.285  0.252
H  -11.537  -3.257  -7.571  0.293
H  -13.093  -3.593  -7.000  0.252
C  1.686  -0.499  -4.505  -0.589
O  0.329  -0.599  -5.072  -0.467
C  -0.747  0.025  -4.316  -0.547
C  -2.082  0.258  -4.966  -0.063
N  -1.979  1.159  -6.110  -0.510
C  -3.084  1.131  -7.048  -0.637
C  -4.447  1.614  -6.690  0.417
O  -5.319  1.960  -7.734  -0.434
C  -6.038  0.912  -8.348  -0.537
H  1.932  0.500  -4.146  0.323
H  2.484  -0.734  -5.209  0.321
H  1.746  -1.056  -3.570  0.147
H  -0.462  0.965  -3.844  0.582
H  -0.999  -0.601  -3.460  0.239
H  -2.846  0.613  -4.275  -0.064
H  -2.525  -0.661  -5.350  0.275
H  -1.259  0.783  -6.709  0.271
H  -3.166  0.090  -7.360  0.461
H  -2.783  1.600  -7.985  0.384
H  -4.377  2.393  -5.931  0.385
H  -4.890  0.892  -6.004  -0.514
H  -6.749  0.477  -7.645  0.083
H  -5.475  0.130  -8.856  0.306
H  -6.734  1.267  -9.108  0.309
C  9.581  -1.642  0.720  -0.637
O  9.686  -0.578  1.597  -0.393
C  8.429  -0.223  2.106  -0.006
C  8.520  1.168  2.820  -0.906
N  7.167  1.764  3.170  -0.206
C  7.219  2.805  4.188  -0.544
C  5.820  3.615  4.072  -0.683
O  5.687  4.311  2.832  -0.344
C  4.377  4.793  2.519  -0.613
H  8.931  -1.518  -0.147  0.118
H  9.404  -2.563  1.276  0.327
H  10.468  -1.769  0.100  0.437
H  8.191  -0.908  2.920  0.222
H  7.698  -0.183  1.298  0.066
H  9.127  1.865  2.242  0.321
H  9.006  0.985  3.779  0.365
H  6.700  2.111  2.345  0.127
H  7.996  3.513  3.899  0.352
H  7.370  2.398  5.188  0.393
H  5.993  4.336  4.871  0.399
H  5.013  2.897  4.219  0.365
H  3.703  3.983  2.241  0.130
H  4.481  5.508  1.703  0.263
H  4.034  5.342  3.396  0.426
C  -4.568  -3.721  0.593  -0.581
O  -4.369  -3.418  1.892  -0.537
C  -3.731  -2.246  2.236  -0.445
C  -2.272  -2.681  2.647  -0.818
N  -1.697  -3.414  1.543  0.513
C  -0.618  -4.279  1.922  0.295
C  -0.178  -5.394  0.945  -1.072
O  -0.963  -6.600  0.847  -0.460
C  -2.051  -6.627  0.021  -0.428
H  -4.733  -4.788  0.450  0.302
H  -3.737  -3.345  -0.004  0.117
H  -5.393  -3.161  0.151  0.368
H  -4.046  -1.836  3.195  0.432
H  -3.722  -1.432  1.510  0.194
H  -2.340  -3.312  3.533  0.316
H  -1.752  -1.772  2.948  0.403
H  -2.424  -4.090  1.358  0.020
H  -0.982  -4.736  2.843  0.496
H  0.187  -3.631  2.269  -0.356
H  0.850  -5.688  1.161  0.453
H  0.024  -5.005  -0.053  0.195
H  -2.880  -7.203  0.432  0.243
H  -1.600  -6.911  -0.930  0.336
H  -2.416  -5.641  -0.265  0.010
C  7.673  -3.299  -2.472  -0.446
O  7.711  -4.642  -3.059  -0.419
C  8.711  -5.456  -2.537  -0.761
C  8.305  -6.457  -1.415  -0.308
N  9.412  -6.960  -0.723  -0.407
C  9.890  -6.112  0.357  -0.114
C  9.128  -6.362  1.730  -0.832
O  7.902  -5.652  1.774  -0.179
C  6.982  -5.864  2.805  -0.783
H  8.516  -2.685  -2.790  0.397
H  7.659  -3.398  -1.387  0.190
H  6.760  -2.823  -2.831  0.129
H  9.523  -4.792  -2.241  0.332
H  9.075  -5.961  -3.433  0.329
H  7.715  -7.224  -1.917  0.377
H  7.694  -6.043  -0.613  0.238
H  9.017  -7.759  -0.248  0.279
H  9.851  -5.034  0.204  -0.130
H  10.976  -6.191  0.407  0.403
H  9.744  -6.069  2.580  0.408
H  8.872  -7.405  1.919  0.494
H  5.988  -5.640  2.417  0.214
H  7.151  -5.056  3.517  0.288
H  6.957  -6.821  3.326  0.319
C  0.911  -2.817  4.689  -0.756
O  -0.271  -2.406  5.388  -0.190
C  -0.608  -3.275  6.462  -0.639
C  -1.840  -2.657  7.267  -0.682
N  -3.074  -2.873  6.514  -0.260
C  -4.085  -2.145  7.238  -0.459
C  -5.526  -2.428  6.714  -0.535
O  -6.434  -2.874  7.669  -0.411
C  -6.998  -2.009  8.645  -0.727
H  1.705  -2.865  5.434  0.470
H  1.222  -2.099  3.931  0.095
H  0.815  -3.759  4.149  0.361
H  0.246  -3.306  7.138  0.429
H  -0.708  -4.244  5.974  0.354
H  -1.758  -1.595  7.496  0.372
H  -1.806  -3.207  8.208  0.381
H  -2.908  -2.555  5.570  0.028
H  -4.001  -1.072  7.065  0.257
H  -4.029  -2.433  8.288  0.502
H  -5.352  -3.204  5.968  0.226
H  -5.893  -1.590  6.120  0.408
H  -7.373  -1.044  8.306  0.317
H  -6.261  -1.776  9.413  0.287
H  -7.817  -2.542  9.129  0.243
C  -2.459  -3.730  -4.457  -1.365
C  -1.606  -4.968  -4.306  0.634
C  -0.795  -5.104  -5.585  -1.354
O  -0.861  -4.605  -3.125  -0.423
H  -1.834  -2.874  -4.711  0.110
H  -3.131  -3.498  -3.631  0.270
H  -3.155  -3.817  -5.291  0.529
H  -2.255  -5.786  -3.995  0.409
H  -0.178  -6.001  -5.543  0.364
H  -0.054  -4.304  -5.572  0.273
H  -1.380  -5.045  -6.503  0.377
H  -0.661  -3.666  -3.152  0.114

The calculation puts the max |F| at 4.3 eV/Å. The calculation puts the orbital gap at 8.92 eV. As for the LUMO energy: 0.26 eV. For the HOMO energy, the calculation gives -0.3183 Ha. As for the SMILES: COC[C@H](C)N.COCCNCCOC.COCCNCCOC.COCCNCCOC.COCCNCCOC.COCCNCCOC.COCCNCCOC.COCCNCCOC.COCCNCCOC.COCCNCCOC.CC(C)O. For the relative energy (zero: lowest compared OMol25 entry of this formula, charge and spin), the calculation gives 247.8 kcal per mole.